No. 1
{
  "formula": "C35H48BClN14O5Si2Y",
  "method": "ωB97M-V/def2-TZVPD",
  "homo_energy_ev": [-8.4, -8.4],
  "s2": 0.753,
  "e_tot_ev": -98182.1943,
  "spin_multiplicity": 2,
  "species": ["Y", "C", "C", "N", "N", "C", "B", "N", "C", "C", "C", "N", "N", "C", "C", "C", "N", "N", "C", "C", "C", "N", "H", "H", "H", "H", "H", "H", "H", "H", "H", "H", "H", "H", "C", "Si", "C", "C", "C", "C", "C", "C", "C", "C", "N", "Si", "C", "C", "C", "H", "H", "H", "H", "H", "H", "H", "H", "H", "H", "H", "H", "H", "H", "H", "H", "H", "H", "H", "H", "H", "H", "Cl", "C", "C", "O", "O", "H", "H", "C", "N", "C", "C", "C", "O", "N", "C", "O", "H", "H", "H", "H", "H", "C", "N", "C", "C", "O", "N", "C", "N", "H", "H", "H", "H", "H", "H", "H"],
  "xyz": [[-0.131, 0.578, 0.669], [1.590, -3.712, -0.182], [0.845, -2.586, -0.526], [1.192, -1.542, 0.217], [2.168, -1.968, 1.045], [2.408, -3.271, 0.836], [2.754, -1.001, 2.122], [1.684, -0.800, 3.205], [1.615, -1.278, 4.457], [0.335, -1.081, 4.928], [-0.342, -0.490, 3.866], [0.474, -0.317, 2.828], [3.138, 0.340, 1.429], [4.388, 0.844, 1.353], [4.387, 1.882, 0.452], [3.066, 1.953, 0.007], [2.319, 1.031, 0.598], [4.049, -1.609, 2.664], [5.042, -2.148, 1.911], [6.174, -2.219, 2.682], [5.781, -1.664, 3.914], [4.515, -1.290, 3.894], [1.538, -4.703, -0.598], [0.068, -2.477, -1.263], [3.113, -3.807, 1.444], [2.489, -1.695, 4.921], [-0.048, -1.337, 5.899], [-1.365, -0.167, 3.787], [5.185, 0.439, 1.949], [5.214, 2.509, 0.173], [2.622, 2.660, -0.670], [4.884, -2.400, 0.878], [7.132, -2.615, 2.398], [6.361, -1.530, 4.812], [1.887, -3.228, -3.756], [1.906, -1.352, -3.658], [3.216, -0.753, -2.469], [2.352, -0.683, -5.362], [0.193, -0.666, -3.257], [0.162, 0.792, -3.067], [0.103, 1.606, -4.202], [0.156, 2.980, -4.073], [0.270, 3.524, -2.808], [0.287, 2.659, -1.732], [0.228, 1.326, -1.836], [-1.398, -1.497, -3.808], [-2.825, -0.316, -3.535], [-1.750, -3.098, -2.886], [-1.265, -1.904, -5.641], [2.776, -3.553, -4.302], [1.021, -3.618, -4.290], [1.924, -3.687, -2.769], [4.184, -1.150, -2.785], [3.036, -1.057, -1.437], [3.288, 0.338, -2.479], [3.298, -1.123, -5.687], [2.484, 0.399, -5.336], [1.601, -0.923, -6.115], [0.032, 1.145, -5.178], [0.118, 3.612, -4.952], [0.330, 4.588, -2.636], [0.361, 3.068, -0.733], [-2.829, 0.037, -2.501], [-3.775, -0.814, -3.741], [-2.758, 0.554, -4.188], [-1.959, -2.919, -1.832], [-0.932, -3.815, -2.957], [-2.637, -3.562, -3.325], [-1.081, -1.009, -6.239], [-2.200, -2.345, -5.993], [-0.464, -2.613, -5.849], [-4.757, 2.876, 1.319], [-4.298, 1.949, -0.129], [-2.779, 1.832, -0.229], [-2.106, 2.844, -0.303], [-2.293, 0.635, -0.243], [-4.667, 2.494, -0.995], [-4.784, 0.979, -0.065], [1.194, 6.204, 2.673], [0.461, 4.950, 2.666], [-0.570, 4.720, 3.522], [-1.307, 3.596, 3.465], [-0.936, 2.629, 2.470], [-1.557, 1.541, 2.298], [0.123, 2.846, 1.666], [0.774, 4.037, 1.648], [1.600, 4.359, 0.806], [0.916, 6.767, 3.562], [0.965, 6.788, 1.782], [2.263, 6.007, 2.685], [-0.759, 5.506, 4.241], [-2.138, 3.413, 4.124], [-4.279, -4.435, 0.387], [-3.072, -3.758, 0.784], [-2.052, -4.311, 1.638], [-1.145, -3.093, 1.853], [-0.138, -3.139, 2.515], [-1.684, -2.003, 1.189], [-2.814, -2.439, 0.632], [-3.641, -1.637, -0.031], [-4.093, -5.507, 0.375], [-4.566, -4.153, -0.628], [-5.115, -4.234, 1.063], [-1.487, -5.113, 1.156], [-2.443, -4.668, 2.593], [-3.286, -0.681, -0.195], [-4.423, -2.008, -0.537]],
  "mulliken_charge": [0.42, -2.04, -0.87, 1.55, 0.79, -0.47, 0.52, -0.25, 0.00, -1.61, -0.69, 1.06, 0.27, -0.14, -1.93, -0.40, 0.96, 0.30, -0.22, -1.04, -0.38, -1.19, 0.66, -0.06, 0.81, 0.59, 0.44, 0.61, 0.40, 0.51, 0.56, 0.53, 0.43, 0.46, -0.84, 0.05, -0.38, -1.31, 1.66, -1.94, -0.23, -1.07, -1.35, -0.41, 1.82, -0.17, -0.66, -0.30, -1.11, 0.48, 0.25, 0.17, 0.59, -0.37, 0.21, 0.39, 0.33, 0.32, 0.57, 0.46, 0.62, 0.24, -0.19, 0.48, 0.37, -0.29, 0.32, 0.52, 0.33, 0.35, 0.33, -0.21, -0.79, 0.13, -0.43, 0.21, 0.41, 0.21, -0.94, 0.22, 0.14, -1.44, 0.78, -0.49, 0.70, -0.19, -0.64, 0.32, 0.29, 0.30, 0.37, 0.52, -1.12, 0.32, -0.64, -0.26, -0.42, 0.44, -0.54, 0.02, 0.37, 0.34, 0.32, 0.32, 0.34, -0.08, 0.26]
}

***

No. 2
{
  "formula": "C35H49Cl69I2O5PS",
  "method": "ωB97M-V/def2-TZVPD",
  "homo_energy_ev": -4.7,
  "charge": -1,
  "e_tot_ev": -947691.4604,
  "species": ["C", "C", "O", "O", "C", "C", "C", "C", "P", "C", "C", "C", "S", "O", "O", "O", "C", "I", "C", "C", "I", "H", "H", "H", "H", "H", "H", "H", "H", "H", "H", "H", "H", "H", "H", "H", "H", "H", "H", "H", "H", "H", "H", "H", "H", "H", "H", "C", "Cl", "Cl", "Cl", "H", "C", "Cl", "Cl", "Cl", "H", "C", "Cl", "Cl", "Cl", "H", "C", "Cl", "Cl", "Cl", "H", "C", "Cl", "Cl", "Cl", "H", "C", "Cl", "Cl", "Cl", "H", "C", "Cl", "Cl", "Cl", "H", "C", "Cl", "Cl", "Cl", "H", "C", "Cl", "Cl", "Cl", "H", "C", "Cl", "Cl", "Cl", "H", "C", "Cl", "Cl", "Cl", "H", "C", "Cl", "Cl", "Cl", "H", "C", "Cl", "Cl", "Cl", "H", "C", "Cl", "Cl", "Cl", "H", "C", "Cl", "Cl", "Cl", "H", "C", "Cl", "Cl", "Cl", "H", "C", "Cl", "Cl", "Cl", "H", "C", "Cl", "Cl", "Cl", "H", "C", "Cl", "Cl", "Cl", "H", "C", "Cl", "Cl", "Cl", "H", "C", "Cl", "Cl", "Cl", "H", "C", "Cl", "Cl", "Cl", "H", "C", "Cl", "Cl", "Cl", "H"],
  "xyz": [[-3.311, 0.677, 2.723], [-2.961, 1.522, 1.503], [-3.252, 2.679, 1.492], [-2.277, 1.039, 0.439], [-2.908, -0.088, -0.195], [-1.785, -0.987, -0.784], [-1.340, -2.090, 0.234], [0.136, -2.038, 0.682], [0.527, -0.583, 1.896], [0.941, 1.038, 2.861], [0.757, 2.284, 1.918], [2.067, 2.702, 1.184], [2.322, 2.124, -0.510], [2.463, 0.704, -0.631], [3.559, 2.720, -0.952], [1.192, 2.721, -1.486], [0.870, -1.781, 3.358], [-0.934, -3.026, 3.774], [1.335, -1.365, 4.774], [2.747, -0.715, 4.911], [-0.139, -0.432, 6.114], [-2.630, 0.895, 3.551], [-4.344, 0.924, 2.993], [-3.272, -0.392, 2.489], [-3.586, -0.645, 0.464], [-3.526, 0.261, -1.042], [-2.209, -1.496, -1.659], [-0.920, -0.351, -1.007], [-2.051, -2.054, 1.073], [-1.495, -3.085, -0.214], [0.732, -1.821, -0.228], [0.524, -3.005, 1.044], [-0.893, -0.479, 2.265], [0.357, 0.278, 0.730], [1.948, -0.702, 1.511], [2.004, 1.123, 3.138], [0.242, 1.242, 3.687], [0.550, 3.113, 2.613], [-0.130, 2.200, 1.278], [2.978, 2.433, 1.732], [2.067, 3.800, 1.123], [0.387, 2.180, -1.373], [1.577, -2.552, 3.012], [1.463, -2.319, 5.305], [3.386, -1.262, 5.612], [2.587, 0.287, 5.335], [3.187, -0.578, 3.918], [2.548, -5.941, 4.280], [3.258, -4.323, 4.273], [2.107, -6.418, 5.924], [1.146, -6.020, 3.215], [3.293, -6.634, 3.916], [-4.136, 4.388, 3.756], [-5.859, 4.767, 3.609], [-3.165, 5.865, 3.719], [-3.827, 3.477, 5.236], [-3.848, 3.770, 2.912], [6.462, 3.050, -1.330], [7.303, 1.702, -2.084], [6.103, 2.640, 0.335], [7.375, 4.567, -1.457], [5.518, 3.182, -1.849], [-3.959, 8.986, 1.595], [-2.564, 8.944, 2.682], [-5.373, 8.260, 2.352], [-4.306, 10.647, 1.100], [-3.714, 8.411, 0.710], [2.291, 5.684, 4.259], [3.537, 5.587, 3.016], [1.036, 6.825, 3.783], [1.583, 4.095, 4.512], [2.737, 6.019, 5.187], [3.100, -1.213, -1.240], [2.239, -1.973, -2.588], [3.263, -2.336, 0.109], [4.680, -0.627, -1.765], [2.518, -0.359, -0.904], [-3.370, 3.757, -1.840], [-2.708, 5.361, -2.179], [-4.784, 3.440, -2.854], [-2.148, 2.514, -2.075], [-3.680, 3.728, -0.801], [-4.098, -6.031, -1.304], [-2.690, -6.616, -0.414], [-5.009, -4.864, -0.340], [-3.610, -5.325, -2.848], [-4.744, -6.876, -1.507], [6.558, 6.996, -4.153], [7.211, 8.525, -4.764], [4.933, 6.716, -4.781], [7.639, 5.665, -4.553], [6.488, 7.064, -3.074], [6.361, 11.990, -3.070], [7.181, 13.532, -3.334], [6.335, 11.584, -1.353], [4.722, 12.034, -3.724], [6.912, 11.218, -3.592], [7.160, 6.213, 3.145], [7.190, 5.631, 1.477], [8.663, 5.798, 3.978], [6.886, 7.960, 3.190], [6.341, 5.726, 3.661], [-5.024, -8.536, 2.358], [-4.860, -9.181, 0.722], [-3.564, -8.845, 3.299], [-5.378, -6.811, 2.307], [-5.855, -9.044, 2.839], [-5.782, -11.532, -2.347], [-4.615, -12.729, -2.900], [-6.407, -11.963, -0.751], [-5.058, -9.920, -2.325], [-6.612, -11.521, -3.043], [1.150, 11.105, -5.054], [-0.577, 10.724, -5.020], [2.112, 9.716, -4.548], [1.632, 11.644, -6.664], [1.329, 11.915, -4.357], [1.609, -9.972, 2.518], [-0.010, -9.282, 2.451], [2.862, -8.720, 2.513], [1.782, -11.000, 3.945], [1.747, -10.588, 1.639], [-0.137, 0.517, -4.042], [-1.249, 0.363, -5.411], [0.699, 2.072, -4.095], [-0.989, 0.319, -2.512], [0.605, -0.268, -4.119], [-0.625, 7.383, -6.582], [0.909, 6.605, -6.196], [-0.602, 8.026, -8.227], [-1.967, 6.254, -6.374], [-0.767, 8.209, -5.898], [-8.277, -12.174, 3.028], [-9.905, -11.500, 2.938], [-7.066, -10.888, 2.976], [-8.086, -13.152, 4.484], [-8.126, -12.814, 2.167], [-0.628, 11.356, 4.924], [0.672, 10.290, 4.385], [-1.231, 10.852, 6.504], [-0.079, 13.035, 4.974], [-1.442, 11.286, 4.212], [2.255, 1.455, -7.827], [1.914, 0.811, -9.437], [3.820, 0.883, -7.245], [2.198, 3.219, -7.836], [1.490, 1.097, -7.148], [-4.936, -12.897, -7.158], [-3.508, -13.486, -6.301], [-5.839, -11.746, -6.168], [-4.480, -12.162, -8.696], [-5.580, -13.742, -7.366], [7.332, 0.065, 3.350], [6.525, -0.245, 1.820], [7.695, 1.788, 3.525], [6.283, -0.495, 4.649], [8.264, -0.484, 3.388], [-5.999, -16.319, -3.439], [-4.583, -16.931, -2.583], [-6.900, -15.195, -2.421], [-5.524, -15.552, -4.961], [-6.644, -17.157, -3.673]],
  "mulliken_charge": [-0.94, 0.38, -0.76, 0.76, -1.79, 0.28, -0.86, -0.68, 4.80, -1.16, 0.13, -0.68, 0.76, -0.85, -0.49, -0.17, -1.34, -0.06, -0.94, -1.17, 0.01, 0.11, 0.39, 0.29, 0.69, 0.35, 0.84, -0.22, 0.04, 0.47, -0.58, 0.51, -0.83, -1.16, -0.49, 0.06, 0.14, 0.41, -0.52, 0.29, 0.43, 0.21, 0.31, 0.93, 0.33, 0.30, 0.37, 0.02, -0.06, -0.16, -0.01, 0.20, 1.48, -0.18, -0.08, -0.15, -0.96, 0.31, -0.15, 0.08, -0.21, 0.11, 0.09, -0.06, -0.09, -0.15, 0.22, -0.24, -0.08, -0.06, 0.00, 0.40, 1.11, -0.22, -0.06, -0.12, -0.59, 0.20, -0.15, -0.17, 0.05, -0.05, 0.17, -0.05, -0.10, -0.13, 0.09, 0.14, -0.15, -0.05, -0.11, 0.16, 0.30, -0.14, -0.12, -0.07, 0.02, 0.10, 0.00, -0.14, -0.14, 0.13, 0.32, 0.06, -0.09, -0.09, -0.07, -0.07, -0.04, -0.08, -0.08, 0.25, -0.03, -0.14, -0.05, -0.12, 0.35, -0.04, -0.05, -0.10, -0.14, 0.33, -0.07, -0.18, 0.01, 0.03, 0.14, 0.42, -0.04, -0.14, -0.11, -0.13, 0.09, -0.12, -0.16, -0.13, 0.22, 0.21, -0.09, -0.13, -0.14, 0.13, 0.50, -0.15, -0.12, -0.09, -0.16, 0.08, -0.12, -0.09, -0.13, 0.26, -0.13, -0.04, -0.11, -0.10, 0.35, -0.12, -0.12, -0.08, -0.06, 0.38]
}